Computed, not measured: a cluster of 4 separate species, C16H32O4 in total, with ωB97M-V/def2-TZVPD.

```
52
Properties=species:S:1:pos:R:3:forces:R:3:lowdin_charge:R:1
C -2.18223 6.12356 -0.70867 -0.6 1.6 0.0 -0.15
C -0.84610 5.82471 -1.30320 1.0 -1.8 -0.5 -0.19
C -1.04016 5.85930 -2.81492 -0.5 0.5 -0.3 -0.18
O -2.14218 6.76765 -3.04334 2.0 0.4 0.0 -0.15
C -3.00881 6.63215 -1.94985 -0.6 -1.0 0.1 -0.20
H -2.04627 6.90810 0.03572 -0.4 0.1 0.0 0.10
H -2.53263 5.24421 -0.16824 -0.6 0.2 -0.4 0.11
H -0.66861 4.78656 -1.02241 0.7 0.0 -0.1 0.10
H -0.00282 6.40957 -0.93589 -0.2 0.2 -0.2 0.11
H -1.33597 4.89597 -3.23035 0.0 -0.3 0.2 0.11
H -0.15238 6.16606 -3.36795 -0.2 0.3 0.0 0.12
H -3.69724 5.86831 -2.31139 -0.6 -0.2 0.7 0.11
H -3.55333 7.57122 -1.85118 0.1 0.0 0.4 0.12
C -0.25555 -2.40228 1.43904 0.4 0.0 -0.5 -0.15
C -0.59438 -0.96197 1.90066 1.8 -0.7 1.5 -0.17
C -0.49478 -0.15561 0.66905 -0.5 0.8 -0.2 -0.27
O -1.08568 -0.97415 -0.28465 -0.8 -0.7 -1.2 -0.14
C -0.60618 -2.32207 -0.05192 -0.6 0.7 -0.5 -0.18
H -0.73968 -3.17924 2.03069 -0.4 0.1 -0.3 0.10
H 0.79059 -2.70574 1.39899 0.3 0.6 0.8 0.10
H 0.16430 -0.54105 2.56045 -0.2 -0.3 0.7 0.11
H -1.57119 -0.95331 2.38425 0.0 0.2 -0.2 0.12
H 0.50378 0.16274 0.36968 0.6 -0.5 0.2 0.12
H -0.99727 0.80244 0.80227 -0.6 -0.1 -0.4 0.12
H 0.27066 -2.41710 -0.69241 0.2 -0.4 0.1 0.11
H -1.36266 -3.03115 -0.38814 -0.1 0.2 0.0 0.11
C 4.65090 4.28851 -1.98066 0.0 -1.3 -0.3 -0.16
C 5.01873 4.66676 -0.57688 0.9 -0.2 0.7 -0.19
C 4.31437 3.65777 0.34629 -0.7 0.8 -0.6 -0.20
O 3.74535 2.73482 -0.56529 0.0 -2.0 0.3 -0.14
C 4.44749 2.71313 -1.78708 -0.8 2.3 -1.6 -0.19
H 5.40445 4.58601 -2.70987 0.1 -0.2 0.1 0.10
H 3.73632 4.82403 -2.23532 -0.3 -0.6 -0.3 0.10
H 4.74664 5.70017 -0.36212 0.5 0.0 0.2 0.11
H 6.07797 4.42074 -0.50216 0.3 0.8 0.3 0.11
H 3.49458 4.11053 0.90401 -0.2 0.0 -0.1 0.11
H 4.94395 3.21708 1.11929 0.4 -0.3 -0.3 0.11
H 3.86845 2.28402 -2.60482 -1.1 0.3 0.3 0.11
H 5.31475 2.07556 -1.95871 0.9 0.3 1.3 0.11
C -1.63973 -7.93623 1.06217 -0.9 -0.6 0.6 -0.15
C -2.91080 -7.54559 1.86222 0.4 1.2 -0.2 -0.17
C -3.44627 -8.79369 2.59268 0.6 0.6 -0.6 -0.18
O -2.25397 -9.59678 2.75620 -1.0 1.1 0.5 -0.14
C -1.41024 -9.33308 1.64265 1.0 -1.4 -0.4 -0.22
H -0.81180 -7.25162 1.24639 0.0 -0.1 0.2 0.10
H -1.82892 -7.89352 -0.01044 0.0 -0.4 0.0 0.10
H -3.54980 -6.99229 1.17400 -0.6 -0.3 0.3 0.10
H -2.57283 -6.80787 2.59000 -0.3 -0.1 0.3 0.10
H -4.26152 -9.29509 2.07109 0.3 -0.4 -0.7 0.11
H -3.93944 -8.53958 3.53093 0.7 0.0 0.4 0.11
H -1.57664 -10.18397 0.98204 -0.2 0.3 -0.8 0.11
H -0.37528 -9.48871 1.94722 0.0 0.2 0.4 0.11
```
Forces are in eV/Å.

Values from the calculation:
SMILES: C1CCOC1.C1CCOC1.C1CCOC1.C1CCOC1
HOMO level in eV: -9.458
ΔE to the lowest compared entry with this formula, charge and spin in kJ/mol: 182.4
Gap between HOMO and LUMO in eV: 10.0513

Computed, not measured: a cluster of 2 separate species, C16H33BrF3N3O6P in total, with ωB97M-V/def2-TZVPD.

```
63
Properties=species:S:1:pos:R:3:forces:R:3:lowdin_charge:R:1
C 4.47244 -4.14780 0.98592 -0.3 0.7 0.0 -0.12
C 4.22118 -2.82786 0.18506 -0.2 -0.6 0.1 -0.25
C 3.92037 -3.08109 -1.34841 0.5 1.2 1.2 -0.17
C 3.10052 -1.86458 -1.89655 1.5 -0.9 -1.0 -0.19
O 1.68516 -1.99253 -1.80989 0.3 0.1 -0.8 -0.14
N 1.12448 -1.20157 -0.82597 -1.0 1.7 1.4 -0.15
C 1.11074 0.20292 -1.08460 1.2 1.0 -1.0 -0.08
C 2.14208 1.06297 -0.20063 -0.2 0.2 -0.4 -0.23
O 2.88919 0.27191 0.69688 -0.4 1.1 0.2 -0.01
C 1.43023 2.27720 0.48407 1.8 -0.3 -0.2 -0.54
F 0.74768 3.04127 -0.41612 0.0 -0.6 0.6 0.11
F 2.42778 3.10558 0.96147 -0.8 -0.3 0.1 0.09
F 0.65279 1.94951 1.51724 0.0 0.4 -0.6 0.16
C 0.11964 -1.81676 0.04381 0.2 -0.8 0.4 -0.41
C -1.25130 -1.06760 0.18797 0.0 0.3 -1.1 -0.23
C -2.51845 -1.88157 0.57020 -1.6 1.7 -0.5 -0.75
C -3.65483 -0.79101 0.80241 0.8 -0.4 1.0 -0.17
Br -2.42323 -2.88223 2.26004 0.1 0.0 -0.6 0.68
C 0.75357 -1.87533 1.49523 0.7 -1.5 2.4 -0.71
O 0.70934 -0.87822 2.24022 -0.6 1.3 -1.2 -0.05
O 1.27364 -2.94795 1.92989 -0.3 -0.2 -2.0 -0.09
P -0.35891 -3.58924 -0.52690 -1.1 -0.9 1.2 0.94
N 1.00572 -4.64681 -0.53284 0.3 0.3 -0.9 -0.17
O -0.84892 -3.47580 -2.17335 0.8 0.9 0.7 -0.33
H 3.63663 -4.86723 0.84066 0.6 0.4 0.0 0.06
H 5.43660 -4.60878 0.68213 -0.6 0.1 0.3 0.06
H 4.46101 -3.89387 2.07026 0.3 -0.3 -0.7 0.08
H 3.38741 -2.27508 0.67325 0.4 -0.5 -0.4 0.08
H 5.11414 -2.16143 0.28104 -0.6 -0.5 -0.2 0.11
H 3.45217 -4.06645 -1.53022 0.1 0.6 0.0 0.09
H 4.91819 -3.06277 -1.84692 -0.7 -0.2 0.0 0.10
H 3.53027 -0.95298 -1.43360 -0.7 -0.4 0.0 0.12
H 3.34391 -1.79442 -2.98916 -0.5 0.0 0.7 0.12
H 1.48327 0.34571 -2.13250 -0.4 -0.2 0.7 0.14
H 0.14790 0.75556 -1.05464 0.1 -0.8 0.2 0.11
H 2.88938 1.54722 -0.88032 -0.7 -0.2 0.3 0.15
H 2.66814 0.56471 1.59915 -0.1 -0.8 -0.2 0.11
H -1.46936 -0.61491 -0.81993 -0.2 -0.5 0.6 0.12
H -1.21164 -0.19112 0.87906 0.5 -0.8 -0.3 0.11
H -2.93022 -2.51283 -0.24580 0.9 -0.1 0.8 0.07
H -3.48868 -0.43022 1.84552 -0.3 0.1 -0.8 0.06
H -4.67181 -1.23561 0.77180 0.6 0.3 -0.2 0.07
H -3.51499 0.07312 0.12271 -0.3 -0.6 0.2 0.05
H 1.79060 -4.31566 0.02784 -0.4 0.1 0.1 -0.01
H 1.31998 -4.86309 -1.48001 0.0 0.2 0.2 0.02
H -0.82166 -2.54107 -2.44439 0.3 -0.5 -0.1 0.03
C -2.77117 5.71291 -0.10542 0.1 0.2 -0.1 -0.07
C -2.22467 4.61140 0.79737 -0.4 0.0 -0.1 -0.43
C -2.31194 3.20699 0.17710 0.3 -0.2 0.3 -0.21
O -3.61034 2.63158 0.20465 0.1 0.2 -0.3 -0.20
C -4.46038 3.04045 -0.84964 -0.2 -0.1 0.3 -0.11
N -2.91057 4.67480 2.09319 0.1 -0.2 0.0 0.04
H -3.86165 5.72157 -0.14029 0.0 -0.1 0.0 0.06
H -2.45667 6.69242 0.26004 0.0 -0.1 0.0 0.07
H -2.39706 5.60444 -1.12673 0.0 0.0 0.0 0.08
H -1.16480 4.82677 0.96365 0.0 -0.1 0.0 0.13
H -1.68592 2.53833 0.77355 -0.1 0.0 0.0 0.11
H -1.90280 3.19099 -0.84083 -0.1 0.1 0.0 0.12
H -3.91012 3.20441 -1.78068 0.0 0.1 0.0 0.09
H -5.00953 3.94286 -0.56995 0.0 0.1 -0.2 0.07
H -5.19261 2.24802 -1.01492 0.1 0.0 0.0 0.09
H -2.48105 4.00095 2.72274 0.1 0.1 0.0 0.08
H -3.85082 4.30891 1.95505 0.0 0.1 0.0 0.07
```
Forces are in eV/Å.

Values from the calculation:
HOMO level in eV: -4.215
Net charge: -1
Gap between HOMO and LUMO in eV: 6.7414

Computed, not measured: a cluster of 10 separate species, C16H33Cl18F3O15P3S in total, with ωB97M-V/def2-TZVPD.

```
89
Properties=species:S:1:pos:R:3:forces:R:3:lowdin_charge:R:1
C -1.78170 -2.03495 0.61698 1.4 -0.4 -0.5 -0.64
F -1.17818 -1.17053 1.44213 0.0 0.5 -0.1 0.10
F -2.18663 -3.03283 1.41207 -0.5 -0.3 -0.3 0.10
F -2.85421 -1.42599 0.08351 0.3 -0.3 0.1 0.11
S -0.47509 -2.64653 -0.69910 0.8 0.5 -1.1 0.45
O 0.54598 -3.38326 0.03636 -0.8 0.6 0.5 -0.36
O -1.20944 -3.48478 -1.62800 -0.6 0.1 0.4 -0.37
O 0.00421 -1.39830 -1.31242 -0.7 -0.7 1.0 -0.38
C -3.26350 6.74562 -4.46986 0.8 1.1 0.2 -0.14
O -3.95180 5.94769 -3.57995 -0.6 -1.4 3.6 -0.24
P -3.83175 6.15845 -1.92716 2.5 -0.5 -0.8 0.49
O -3.14550 7.39836 -1.46998 -1.1 -1.5 -0.9 -0.24
O -5.32119 5.97876 -1.51888 0.0 -0.7 0.0 -0.19
C -6.01347 4.75736 -1.84588 -1.2 -0.6 0.7 -0.09
O -3.11117 4.77213 -1.33994 -3.9 1.8 -1.3 -0.23
C -1.78773 4.48086 -1.48671 2.6 -0.1 0.7 -0.16
H -2.64307 7.42360 -3.88375 0.1 0.4 -0.3 0.07
H -4.04595 7.30984 -4.97732 0.6 0.0 -0.8 0.09
H -2.57920 6.12879 -5.05239 -0.4 0.1 -0.5 0.09
H -5.54125 3.97863 -2.44479 0.7 0.8 -0.3 0.09
H -6.96384 5.03578 -2.30126 0.2 0.1 -0.1 0.09
H -6.23583 4.23592 -0.91487 0.0 0.3 0.2 0.09
H -1.25718 5.05727 -0.72883 0.4 0.0 0.0 0.09
H -1.30375 4.68969 -2.44077 -0.5 0.2 -0.4 0.09
H -1.59699 3.42829 -1.27738 -0.3 -0.1 0.0 0.10
C -6.58933 2.73318 8.44122 -1.9 0.5 0.9 -0.15
O -5.32640 2.23780 8.25550 3.3 -0.2 -1.4 -0.22
P -4.23266 2.91099 7.24603 -1.0 -1.4 -1.2 0.45
O -3.87828 4.31751 7.41370 0.1 -0.4 0.6 -0.22
O -2.98788 1.88318 7.28534 -1.0 1.1 -0.1 -0.22
C -3.00525 0.57513 6.71242 0.3 -0.7 0.1 -0.10
O -4.97458 2.63714 5.81119 0.8 -0.3 1.5 -0.25
C -4.17525 2.62748 4.61642 -0.9 0.3 -0.4 -0.10
H -6.80649 3.64355 7.88251 0.1 0.1 0.1 0.09
H -6.71251 2.88785 9.51313 -0.1 0.5 0.0 0.09
H -7.34610 1.98416 8.20801 0.1 -0.1 -0.4 0.09
H -2.89811 -0.13053 7.53623 -0.3 -0.1 -0.1 0.09
H -2.13923 0.41635 6.06985 0.2 0.5 0.1 0.09
H -3.86389 0.33955 6.08366 -0.3 0.3 0.4 0.09
H -3.10089 2.61991 4.80026 -0.1 0.0 0.0 0.09
H -4.47843 3.50527 4.04573 0.4 0.1 0.0 0.09
H -4.50653 1.76302 4.04103 0.3 -0.1 0.0 0.09
C 5.47340 -0.23408 -0.16043 -1.5 -0.8 -0.2 -0.11
O 6.22864 0.57823 0.73079 1.2 0.5 -0.6 -0.20
P 7.11166 1.79424 0.19282 1.1 2.2 1.7 0.47
O 8.04360 2.42798 1.23600 -2.2 -2.1 -2.8 -0.29
O 7.78904 1.33940 -1.20565 -0.5 -0.1 0.3 -0.24
C 8.61126 0.18181 -1.38861 1.0 0.0 1.4 -0.10
O 5.98282 2.83223 -0.34845 0.8 -0.9 0.4 -0.23
C 6.37178 4.18515 -0.64750 0.4 -0.3 -0.2 -0.10
H 5.43386 0.05459 -1.21076 0.3 0.6 0.1 0.09
H 4.45036 -0.24214 0.21568 0.0 0.2 -0.1 0.10
H 5.75093 -1.28814 -0.16577 0.7 0.1 0.4 0.09
H 9.10564 -0.07962 -0.45302 -0.3 -0.1 0.4 0.09
H 9.49675 0.42258 -1.97687 -0.6 0.2 -0.7 0.09
H 8.07135 -0.71072 -1.70480 -0.2 0.4 -0.4 0.09
H 5.85834 4.89084 0.00555 -0.1 -0.2 0.0 0.09
H 6.12788 4.37882 -1.69207 -0.1 0.0 0.1 0.09
H 7.44810 4.29064 -0.51146 0.0 0.2 0.0 0.08
C 5.42073 -6.86399 0.79080 -0.7 0.4 -1.2 -1.52
Cl 6.09831 -6.16195 2.22599 0.5 0.2 0.0 0.55
Cl 5.26539 -8.62051 0.96221 0.2 0.5 -0.3 0.51
Cl 6.21008 -6.35552 -0.80460 0.0 -0.6 1.3 0.45
H 4.44038 -6.40996 0.64636 0.1 -0.5 0.3 0.01
C 0.87714 -5.06305 5.06620 0.2 0.3 -0.7 -1.54
Cl 2.09331 -3.74397 5.19133 -0.5 -0.7 0.1 0.50
Cl -0.56522 -4.73949 6.00552 0.0 0.1 0.3 0.52
Cl 1.55087 -6.65046 5.46338 0.1 0.3 0.0 0.51
H 0.54897 -5.09128 4.02716 0.3 0.0 0.2 0.01
C -0.96673 -8.43358 -0.69803 -0.2 -0.3 0.3 -1.50
Cl -0.25539 -8.43011 0.93048 -0.6 0.1 0.0 0.50
Cl -2.62576 -9.18748 -0.76083 1.0 0.7 0.2 0.47
Cl 0.10974 -9.35424 -1.71999 0.1 -0.1 -0.5 0.51
H -0.99033 -7.40083 -1.04582 -0.3 -0.2 0.1 0.02
C -2.53821 -0.03850 -5.59462 0.3 0.0 -0.2 -1.48
Cl -2.86005 -0.64233 -7.26217 0.1 0.3 0.7 0.47
Cl -3.94186 -0.27739 -4.54134 0.3 0.4 -0.4 0.52
Cl -1.92711 1.66521 -5.65964 -0.6 -0.9 0.1 0.47
H -1.73203 -0.63978 -5.17433 -0.2 0.2 -0.2 0.01
C 3.52708 -0.77956 -5.37831 -0.7 -0.3 -0.2 -1.56
Cl 2.69693 -0.90650 -6.94181 0.2 0.1 -0.3 0.50
Cl 3.34375 0.84930 -4.74163 0.1 -0.1 0.1 0.53
Cl 5.21241 -1.27177 -5.50015 -0.1 0.1 0.1 0.52
H 2.96554 -1.49547 -4.77811 0.5 0.3 0.4 0.02
C -0.17711 -6.04152 -6.67296 0.6 -0.5 -0.6 -1.48
Cl 1.56800 -6.33051 -6.32879 -0.7 0.6 0.0 0.48
Cl -0.91422 -7.64654 -6.73910 -0.4 0.2 0.0 0.50
Cl -0.37621 -5.19935 -8.24847 0.1 -0.2 0.8 0.48
H -0.66359 -5.46185 -5.88847 0.4 0.0 -0.2 0.03
```
Forces are in eV/Å.

Values from the calculation:
HOMO level in eV: -6.506
Net charge: -1
Gap between HOMO and LUMO in eV: 8.1137

Computed, not measured: a structure of composition C16H33Cl2PZr, with ωB97M-V/def2-TZVPD.

```
53
Properties=species:S:1:pos:R:3:forces:R:3:lowdin_charge:R:1
Zr 0.84276 0.14257 -1.37342 -1.3 -0.9 3.6 0.85
Cl 0.39697 -2.20066 -1.76667 -0.3 -0.1 0.0 0.00
Cl 1.82748 2.13578 -0.32285 0.0 0.2 0.1 0.03
C 2.38333 0.12083 -2.65548 0.3 0.5 -1.3 -0.28
H 3.09567 0.95368 -2.66189 -0.2 -0.3 -0.1 0.02
H 2.70719 -0.73321 -3.25191 -0.1 0.2 -0.1 0.03
C -0.32732 1.23760 -2.82732 -1.8 0.1 2.3 -0.40
C 0.84567 0.81100 -3.49442 3.6 0.6 -5.2 -0.44
H -0.19887 2.16575 -2.23563 0.1 -0.1 -0.5 0.07
C 0.63551 -0.16984 -4.72076 -0.1 0.3 0.9 -0.19
H 1.39749 1.69388 -3.87468 0.0 -0.5 0.1 0.13
C -0.56458 0.25612 -5.56570 0.2 0.1 0.0 -0.21
H 1.55518 -0.18410 -5.31836 -0.2 0.1 0.2 0.11
H 0.49475 -1.18828 -4.33145 -0.1 0.2 -0.1 0.07
C -1.84115 0.35266 -4.74059 -0.3 -0.1 0.2 -0.20
H -0.35567 1.22700 -6.03118 0.1 0.0 0.1 0.12
H -0.71008 -0.45558 -6.38580 0.0 0.1 0.1 0.11
C -1.71078 1.18015 -3.44203 -0.5 0.0 -0.2 -0.20
H -2.63224 0.80161 -5.35570 0.1 -0.2 0.1 0.11
H -2.18152 -0.65921 -4.49077 0.1 0.1 0.0 0.11
H -2.04950 2.20897 -3.65607 0.3 -0.2 0.0 0.11
H -2.43232 0.80305 -2.70065 0.1 0.1 -0.3 0.10
C 0.54020 -3.09226 1.69524 -0.1 -0.2 -0.2 -0.14
C -0.34137 -1.98923 2.28704 -0.3 0.0 -0.2 -0.54
C -0.27532 -2.05990 3.82157 -0.2 -0.2 0.1 -0.12
P -0.00540 -0.34952 1.46303 0.6 0.3 0.9 0.99
C -1.57687 0.62279 1.73065 -0.1 -0.4 -0.1 -0.55
C -2.29777 0.40323 3.06628 -0.2 0.2 0.0 -0.12
C -1.40432 2.11549 1.42317 0.0 0.0 -0.1 -0.12
C 1.32221 0.44721 2.51942 -0.3 0.4 -0.6 -0.58
C 0.96135 0.92664 3.92383 0.3 0.0 0.3 -0.11
C 2.60087 -0.39744 2.50064 0.2 0.1 0.1 -0.12
H 1.59781 -2.94869 1.94715 -0.2 0.0 0.0 0.07
H 0.44501 -3.13296 0.60617 0.1 0.0 0.3 -0.01
H 0.22138 -4.05890 2.10875 0.1 0.1 -0.1 0.08
H -1.38548 -2.18240 1.98064 0.3 -0.1 0.1 0.11
H 0.75447 -2.00201 4.19421 -0.2 0.0 -0.1 0.07
H -0.88786 -1.31084 4.33017 0.3 -0.1 -0.1 0.05
H -0.66513 -3.04163 4.12658 0.1 0.1 -0.1 0.09
H -2.21336 0.17992 0.94193 0.0 0.2 0.2 0.10
H -1.71078 0.75632 3.92292 -0.2 -0.2 -0.2 0.06
H -3.22840 0.98694 3.05326 0.1 -0.1 0.0 0.08
H -2.57438 -0.64421 3.22382 0.1 0.2 0.0 0.07
H -1.13394 2.29464 0.37499 0.0 0.0 0.2 0.04
H -2.35749 2.62896 1.60951 0.2 -0.1 0.0 0.08
H -0.63834 2.58388 2.05532 -0.2 -0.1 -0.2 0.07
H 1.53206 1.35153 1.92080 0.0 -0.4 0.3 -0.01
H 0.76028 0.10083 4.61601 0.0 0.3 -0.2 0.06
H 1.83259 1.46983 4.32068 -0.2 -0.1 0.0 0.09
H 0.11634 1.62438 3.93634 0.2 -0.2 0.0 0.06
H 2.89095 -0.68602 1.47973 -0.1 0.0 0.2 0.07
H 3.42275 0.20921 2.90910 -0.2 -0.2 -0.1 0.08
H 2.51993 -1.30557 3.11435 0.0 0.3 -0.2 0.06
```
Forces are in eV/Å.

Values from the calculation:
HOMO level in eV: -8.009
Gap between HOMO and LUMO in eV: 8.5635

no.,maximum force (eV/Å)
1,2.90
2,2.96
3,4.49
4,6.35